[1]
{"formula": "C44H117N11O18", "method": "ωB97M-V/def2-TZVPD", "symbols": ["C", "O", "N", "N", "H", "H", "H", "H", "C", "O", "N", "N", "H", "H", "H", "H", "C", "O", "C", "C", "N", "C", "C", "O", "C", "H", "H", "H", "H", "H", "H", "H", "H", "H", "H", "H", "H", "H", "H", "H", "C", "O", "C", "C", "N", "C", "C", "O", "C", "H", "H", "H", "H", "H", "H", "H", "H", "H", "H", "H", "H", "H", "H", "H", "C", "O", "C", "C", "N", "C", "C", "O", "C", "H", "H", "H", "H", "H", "H", "H", "H", "H", "H", "H", "H", "H", "H", "H", "C", "O", "C", "C", "N", "C", "C", "O", "C", "H", "H", "H", "H", "H", "H", "H", "H", "H", "H", "H", "H", "H", "H", "H", "C", "O", "C", "C", "N", "C", "C", "O", "C", "H", "H", "H", "H", "H", "H", "H", "H", "H", "H", "H", "H", "H", "H", "H", "C", "O", "C", "C", "N", "C", "C", "O", "C", "H", "H", "H", "H", "H", "H", "H", "H", "H", "H", "H", "H", "H", "H", "H", "C", "O", "C", "C", "N", "C", "C", "O", "C", "H", "H", "H", "H", "H", "H", "H", "H", "H", "H", "H", "H", "H", "H", "H", "O", "H", "H", "O", "H", "H"], "xyz": [[-2.7787, 6.7709, -9.8649], [-3.1919, 6.7814, -11.0260], [-1.4964, 6.4191, -9.5226], [-3.6162, 7.0373, -8.8010], [-0.9823, 6.0091, -10.2767], [-1.2749, 6.3268, -8.5364], [-4.5545, 7.3441, -8.9614], [-3.2141, 7.3212, -7.9288], [10.0505, 3.5538, -6.0782], [9.7763, 4.6445, -5.5700], [9.5745, 2.3452, -5.5625], [10.6782, 3.4379, -7.3060], [10.0416, 1.5413, -5.9229], [8.7815, 2.3202, -4.9558], [10.8204, 2.5388, -7.7089], [11.0826, 4.2683, -7.6987], [7.7558, 8.7892, -7.5652], [6.9481, 7.5999, -7.5408], [7.6404, 6.5868, -6.8349], [6.7980, 5.3248, -6.8399], [5.4526, 5.6057, -6.3383], [4.3883, 4.8559, -6.9854], [3.8687, 5.5805, -8.2269], [3.2375, 6.7809, -7.8407], [1.9531, 6.5888, -7.3286], [8.5395, 8.6560, -8.3147], [8.1555, 9.0173, -6.5808], [7.0727, 9.5549, -7.9276], [7.8130, 6.8341, -5.7784], [8.6018, 6.3422, -7.2981], [7.2608, 4.4798, -6.3222], [6.8359, 4.9130, -7.8692], [5.3072, 6.5621, -6.6738], [3.5554, 4.6223, -6.3098], [4.7164, 3.8294, -7.2013], [3.2045, 4.9467, -8.8270], [4.7268, 5.8346, -8.8535], [1.9888, 6.0918, -6.3493], [1.3235, 5.9366, -7.9542], [1.3284, 7.4782, -7.2473], [9.6397, 2.9432, -16.0616], [9.3079, 3.3373, -14.7432], [10.3536, 3.2246, -13.8093], [9.7251, 3.3222, -12.4104], [9.4388, 4.6952, -12.0705], [8.7503, 4.7900, -10.7727], [8.1336, 6.1676, -10.6646], [7.2830, 6.4125, -11.7674], [6.4326, 7.5117, -11.6412], [10.3246, 2.0897, -16.0591], [10.0733, 3.8072, -16.5723], [8.7297, 2.6276, -16.5680], [11.1595, 3.9459, -13.9688], [10.7579, 2.2003, -13.8382], [10.4491, 2.8778, -11.7233], [8.8215, 2.6994, -12.4314], [8.9177, 5.2364, -12.7443], [9.4454, 4.6013, -9.9538], [7.9519, 4.0335, -10.7569], [8.9442, 6.9089, -10.6768], [7.5767, 6.2439, -9.7216], [5.6605, 7.3280, -10.8808], [6.0110, 7.6903, -12.6275], [6.8161, 8.4871, -11.3026], [11.9212, 7.7881, -6.6109], [10.9702, 8.7707, -6.2639], [11.3884, 9.6200, -5.2086], [10.1686, 10.1485, -4.5006], [9.5095, 9.0736, -3.7872], [8.0859, 9.3128, -3.5578], [7.5480, 8.5173, -2.3910], [6.9703, 7.3255, -2.8553], [6.8651, 6.2873, -1.9255], [12.9120, 8.2480, -6.6980], [11.5801, 7.1188, -7.3939], [12.0238, 7.1009, -5.7452], [12.1031, 10.3575, -5.5804], [11.9076, 8.9848, -4.4718], [9.5422, 10.7432, -5.1815], [10.5180, 10.8327, -3.7142], [9.5772, 8.1958, -4.2992], [7.4555, 9.2054, -4.4498], [7.9882, 10.3687, -3.2838], [6.8569, 9.1430, -1.8144], [8.3670, 8.2744, -1.7055], [7.8494, 5.9959, -1.5455], [6.3084, 5.4641, -2.3622], [6.2905, 6.5704, -1.0297], [3.3715, 3.6436, -2.4876], [3.6090, 3.1540, -3.7961], [2.8792, 1.9606, -4.0243], [2.8963, 1.5416, -5.4802], [4.1406, 0.9281, -5.9015], [4.0625, 0.4637, -7.2820], [5.4752, 0.1767, -7.7994], [6.1797, 1.4071, -7.9358], [7.5578, 1.1523, -8.1013], [3.9084, 4.5795, -2.3675], [3.7333, 2.8794, -1.7949], [2.3079, 3.8645, -2.3552], [1.8381, 2.2516, -3.8391], [3.2706, 1.1500, -3.4035], [2.6490, 2.4184, -6.1028], [2.0889, 0.8220, -5.6310], [4.9522, 1.5281, -5.8339], [3.5534, 1.2086, -7.9054], [3.5706, -0.5048, -7.4149], [5.3049, -0.3816, -8.7257], [6.0376, -0.4256, -7.0855], [7.7012, 0.7019, -9.0969], [8.0491, 0.5620, -7.3185], [8.0833, 2.1120, -8.1635], [1.0843, 9.1471, -10.3053], [1.5889, 9.7614, -11.4677], [2.9069, 9.3891, -11.8207], [3.9471, 10.4300, -11.3746], [4.0761, 10.6941, -9.9533], [4.3874, 9.4943, -9.1596], [4.2279, 9.8191, -7.6825], [2.9734, 10.3994, -7.3332], [2.8575, 10.3807, -5.9292], [1.0732, 8.0586, -10.4052], [0.0449, 9.4548, -10.1664], [1.5577, 9.4791, -9.3757], [2.9160, 9.4157, -12.9193], [3.1619, 8.3508, -11.5798], [3.8437, 11.3878, -11.8862], [4.8797, 10.0587, -11.8295], [3.2076, 11.0781, -9.5959], [5.4075, 9.1856, -9.3832], [3.6515, 8.7272, -9.4231], [4.9353, 10.6600, -7.5697], [4.5934, 9.0241, -7.0326], [2.7319, 9.4088, -5.4337], [1.8930, 10.8777, -5.7787], [3.6958, 10.8439, -5.3972], [-0.7137, 9.6881, -1.9158], [-1.0796, 9.3129, -3.2233], [0.0478, 9.2388, -4.0763], [0.9020, 8.0335, -3.6980], [0.1437, 6.8141, -4.0030], [0.7613, 5.6126, -3.4279], [0.0096, 4.3804, -3.8996], [-1.2952, 4.4316, -3.3851], [-2.1588, 3.5071, -3.9851], [-1.5661, 10.0343, -1.3383], [0.0200, 10.5068, -1.9126], [-0.2011, 8.8746, -1.3918], [0.6974, 10.1149, -3.9995], [-0.2509, 9.1308, -5.1169], [1.2211, 8.0068, -2.6462], [1.8464, 8.0216, -4.2516], [-0.7199, 6.9359, -3.4699], [0.6617, 5.6056, -2.3368], [1.7923, 5.5521, -3.7788], [0.4937, 3.4945, -3.4692], [0.1026, 4.2445, -4.9824], [-2.4222, 3.7593, -5.0224], [-3.0657, 3.4724, -3.3874], [-1.7298, 2.5005, -4.0927], [7.0345, 12.5819, -9.3481], [8.0547, 12.1908, -8.4683], [9.2604, 11.9621, -9.1823], [10.4597, 12.0672, -8.2812], [10.6252, 13.4698, -7.8283], [11.6703, 13.5648, -6.8250], [11.7594, 14.9560, -6.2231], [10.5784, 15.3402, -5.5755], [10.6514, 16.6650, -5.0754], [6.0889, 12.7037, -8.8268], [6.8365, 11.8733, -10.1656], [7.3063, 13.5138, -9.8618], [9.4132, 12.6582, -10.0139], [9.1721, 10.9423, -9.5810], [11.3408, 11.8972, -8.9122], [10.3988, 11.3308, -7.4721], [9.7004, 13.6559, -7.4383], [12.6530, 13.3508, -7.2444], [11.3849, 12.9110, -5.9821], [12.0928, 15.6400, -7.0177], [12.5908, 14.9844, -5.5040], [9.9104, 17.2789, -5.5867], [11.6607, 17.0631, -5.1715], [10.3852, 16.6499, -4.0167], [4.5444, 7.2383, -4.1305], [4.5874, 6.5626, -4.8380], [5.4856, 7.3267, -3.8595], [-1.0079, 6.3345, -6.5710], [-0.2657, 6.4106, -5.9258], [-1.7007, 6.8861, -6.1933]], "e_tot_ev": -100763.7950, "smiles": "COCCNCCOC.COCCNCCOC.COCCNCCOC.COCCNCCOC.COCCNCCOC.COCCNCCOC.COCCNCCOC.NC(N)=O.NC(N)=O.O.O", "spin_multiplicity": 1, "orbital_gap_ev": 8.4}

***

[2]
{"formula": "C44H119BMnN8O15", "method": "ωB97M-V/def2-TZVPD", "symbols": ["Mn", "C", "C", "O", "H", "H", "H", "H", "H", "B", "H", "H", "H", "H", "C", "O", "C", "C", "N", "C", "C", "O", "C", "H", "H", "H", "H", "H", "H", "H", "H", "H", "H", "H", "H", "H", "H", "H", "C", "O", "C", "C", "N", "C", "C", "O", "C", "H", "H", "H", "H", "H", "H", "H", "H", "H", "H", "H", "H", "H", "H", "H", "C", "O", "C", "C", "N", "C", "C", "O", "C", "H", "H", "H", "H", "H", "H", "H", "H", "H", "H", "H", "H", "H", "H", "H", "C", "O", "C", "C", "N", "C", "C", "O", "C", "H", "H", "H", "H", "H", "H", "H", "H", "H", "H", "H", "H", "H", "H", "H", "C", "C", "O", "O", "H", "H", "H", "H", "H", "H", "C", "C", "C", "O", "C", "N", "H", "H", "H", "H", "H", "H", "H", "H", "H", "H", "H", "C", "C", "C", "O", "C", "N", "H", "H", "H", "H", "H", "H", "H", "H", "H", "H", "H", "C", "C", "C", "O", "C", "N", "H", "H", "H", "H", "H", "H", "H", "H", "H", "H", "H", "C", "C", "C", "O", "C", "N", "H", "H", "H", "H", "H", "H", "H", "H", "H", "H", "H"], "xyz": [[9.8216, -18.2955, -23.2911], [12.6317, -19.2636, -26.8010], [11.8181, -18.1341, -26.0222], [10.6747, -18.4810, -25.2982], [13.6362, -18.9144, -27.0402], [12.1996, -19.5569, -27.7577], [12.7859, -20.0353, -26.0468], [11.5883, -17.3752, -26.7701], [12.5392, -17.6028, -25.4012], [7.7333, -17.5644, -23.7771], [8.4188, -17.1897, -24.5213], [7.9034, -18.6143, -23.5956], [7.9642, -17.0753, -22.8435], [6.7273, -17.2744, -24.0381], [6.0990, -9.5818, -26.7544], [5.2432, -10.5606, -27.3628], [4.3538, -11.2095, -26.4802], [5.1637, -12.2416, -25.5913], [5.4664, -13.3770, -26.4829], [6.4179, -14.3278, -25.9104], [7.0685, -15.0708, -27.0155], [8.1151, -14.4055, -27.7136], [9.1219, -15.2990, -28.2401], [5.5845, -8.6235, -26.6820], [6.9278, -9.4335, -27.4466], [6.4653, -9.9035, -25.7795], [3.6134, -11.7890, -27.0317], [3.9196, -10.4264, -25.8586], [4.4597, -12.5301, -24.8108], [6.0117, -11.8773, -25.0115], [5.7297, -13.0007, -27.3825], [5.9534, -14.9114, -25.1156], [7.2421, -13.8161, -25.4134], [6.4507, -15.4443, -27.8322], [7.4197, -15.9606, -26.4931], [9.5744, -15.0293, -29.1943], [8.7970, -16.3244, -28.4168], [9.9637, -15.2938, -27.5476], [15.2320, -17.4626, -29.2715], [16.2534, -18.2278, -28.5795], [17.3374, -18.6660, -29.4617], [18.4838, -19.3545, -28.6735], [19.0284, -18.6072, -27.5263], [19.9975, -17.5288, -27.9607], [21.3713, -17.9977, -28.3309], [22.1106, -16.8427, -28.7027], [23.3528, -17.2478, -29.2525], [15.6573, -16.5981, -29.7813], [14.4022, -17.1529, -28.6362], [14.7850, -18.0274, -30.0896], [17.7206, -17.8402, -30.0610], [16.9763, -19.4225, -30.1586], [19.3127, -19.6045, -29.3359], [18.1055, -20.2449, -28.1714], [18.1831, -18.1819, -27.1731], [20.2899, -16.7738, -27.2309], [19.5692, -17.0087, -28.8175], [21.2281, -18.7082, -29.1450], [21.8944, -18.5259, -27.5337], [23.2485, -17.9383, -30.0894], [23.9471, -17.6883, -28.4519], [23.8037, -16.3353, -29.6425], [13.5845, -24.8141, -22.3891], [13.6590, -23.7369, -23.2248], [14.9665, -23.4535, -23.6735], [14.9573, -22.2177, -24.5968], [16.3365, -21.9135, -25.0953], [16.4551, -20.7056, -25.9641], [16.1794, -19.3432, -25.3008], [17.1271, -18.9561, -24.2745], [16.8042, -17.8488, -23.4712], [14.3640, -24.7607, -21.6291], [13.6906, -25.7849, -22.8732], [12.6031, -24.8943, -21.9216], [15.3641, -24.3264, -24.1913], [15.6598, -23.2502, -22.8574], [14.4457, -21.4008, -24.0878], [14.3690, -22.4228, -25.4912], [17.1473, -21.9780, -24.4965], [15.8963, -20.8322, -26.8913], [17.5094, -20.6630, -26.2374], [15.1321, -19.2395, -25.0172], [16.3161, -18.5761, -26.0630], [17.6964, -17.3975, -23.0373], [16.1508, -18.0911, -22.6330], [16.3472, -17.0868, -24.1025], [9.7040, -19.6602, -17.2026], [9.5422, -19.6861, -18.6152], [8.4048, -18.8635, -18.9592], [8.2381, -18.7928, -20.5550], [9.5765, -18.3439, -21.1489], [9.6489, -16.8949, -20.8206], [10.7534, -16.1439, -21.4829], [10.5945, -16.3948, -22.8814], [10.2400, -15.3373, -23.6927], [10.6704, -20.0961, -16.9491], [8.9613, -20.3167, -16.7493], [9.7761, -18.6405, -16.8240], [8.5378, -17.8354, -18.6226], [7.5429, -19.2879, -18.4442], [7.4082, -18.1630, -20.8753], [7.9172, -19.7942, -20.8417], [10.1670, -18.7610, -20.4436], [9.7865, -16.7516, -19.7489], [8.7276, -16.3302, -20.9637], [11.7411, -16.4864, -21.1743], [10.7104, -15.1100, -21.1402], [10.3640, -15.6539, -24.7283], [10.8954, -14.4732, -23.5836], [9.2168, -15.0345, -23.4701], [8.1104, -19.8886, -27.4845], [9.2189, -20.9495, -27.4981], [9.8874, -21.0425, -26.2732], [8.6054, -18.5873, -27.3925], [7.4996, -20.0839, -26.6031], [7.4923, -19.9810, -28.3776], [9.9091, -20.9069, -28.3407], [8.6617, -21.8819, -27.5896], [10.2985, -20.1801, -26.1792], [9.0883, -18.4326, -26.5773], [10.5343, -25.3148, -25.1247], [11.7018, -25.0774, -26.0948], [11.8121, -23.6360, -26.5846], [12.7740, -23.5981, -27.6575], [12.8679, -22.4160, -28.3816], [12.9213, -25.3482, -25.3905], [10.4402, -26.3978, -25.2055], [9.5579, -24.9018, -25.3777], [10.7569, -25.1775, -24.0665], [11.6266, -25.7422, -26.9553], [12.1065, -22.9934, -25.7548], [10.8414, -23.3638, -26.9991], [13.5816, -22.6007, -29.1845], [13.3008, -21.7528, -27.6327], [11.8974, -21.9802, -28.6184], [13.0809, -24.6567, -24.6718], [13.5991, -25.1694, -26.1176], [10.3480, -22.5948, -23.1618], [10.4841, -21.1388, -22.7701], [11.8735, -20.5458, -23.0097], [11.7769, -19.1574, -22.6720], [13.0356, -18.5913, -22.5747], [9.4510, -20.4347, -23.5196], [10.8581, -23.2429, -22.4492], [10.9417, -22.7656, -24.0598], [9.3066, -22.9167, -23.1564], [10.2748, -21.0824, -21.7018], [12.1538, -20.6765, -24.0549], [12.5433, -21.0963, -22.3492], [13.7012, -18.7559, -23.4221], [13.5186, -19.0381, -21.7057], [12.9490, -17.5074, -22.4984], [9.5930, -20.6353, -24.4992], [8.5235, -20.8104, -23.3825], [9.5629, -18.9103, -32.1367], [10.4963, -19.0150, -30.8956], [12.0077, -19.0381, -31.1537], [12.3488, -20.1869, -31.9338], [13.7700, -20.3778, -31.9317], [10.2162, -17.8102, -30.0669], [8.5045, -18.7931, -31.9040], [9.6243, -19.7322, -32.8500], [9.9595, -18.0132, -32.6121], [10.2332, -20.0154, -30.5520], [12.5163, -19.1044, -30.1918], [12.4720, -18.1856, -31.6494], [14.2090, -20.6398, -30.9691], [14.3330, -19.4777, -32.1782], [14.0162, -21.1965, -32.6079], [9.2257, -17.6430, -30.1726], [10.3008, -18.1138, -29.1074], [13.3695, -13.8252, -24.6777], [13.4161, -13.8754, -26.1693], [14.5709, -14.7278, -26.6742], [15.8349, -14.1494, -26.2501], [17.0661, -14.5125, -26.9488], [12.1411, -14.3375, -26.7365], [14.2538, -13.4313, -24.1768], [13.0726, -14.7762, -24.2353], [12.6138, -13.0526, -24.5360], [13.5628, -12.9158, -26.6652], [14.5409, -14.7594, -27.7634], [14.5677, -15.7386, -26.2662], [16.7929, -14.4211, -28.0000], [17.3619, -15.5558, -26.8382], [17.8592, -13.7868, -26.7682], [12.0810, -15.2973, -26.4277], [12.1685, -14.5029, -27.7325]], "e_tot_ev": -122175.8401, "spin_multiplicity": 6, "orbital_gap_ev": [7.8, 8.1], "de_lowest_kcal_mol": 0.0}